Molecular formula: C3H6O3Tb
Method: DFT, ωB97M-V/def2-TZVPD

Output
**Frontier orbital gap (spin up / spin down)**: 6.711 / 7.601 eV
**Net charge**: +1
**Multiplicity**: 7
**E_tot**: -31773.5085 eV

Geometry (Å):
O: -2.0837 0.0298 1.1235
C: -0.9051 -1.1404 -0.5461
C: -1.8857 -0.0358 -0.1227
O: 0.4005 -0.6048 -0.6479
H: -0.8906 -1.9647 0.1832
H: -1.2428 -1.5474 -1.5123
O: -1.7117 1.0420 -0.7717
H: 1.0337 -2.4212 -1.4044
H: -0.4467 1.2710 1.2395
C: 1.3082 -1.3573 -1.4349
Tb: 0.5760 2.0341 -0.3856
H: 2.3068 -1.1809 -1.0209
H: 1.2935 -0.9889 -2.4714

Formally, the Mulliken partial charges of the atoms, in units of the elementary charge, are as follows:
1. O -0.558
2. C -0.201
3. C 0.302
4. O -0.043
5. H 0.317
6. H 0.416
7. O -0.631
8. H 0.317
9. H -0.007
10. C -0.730
11. Tb 1.221
12. H 0.284
13. H 0.313


Molecular formula: C8H16O4
Method: DFT, ωB97M-V/def2-TZVPD

Output
**SMILES**: C[C@H]1O[C@H](C)O[C@@H](C)O[C@@H](C)O1
**Frontier orbital gap**: 10.890 eV
**E_tot**: -16744.2317 eV

Geometry (Å):
C: 1.4452 -0.5939 0.8418
O: -0.6982 1.7627 0.0339
H: 0.0059 2.8731 2.3310
H: -1.5806 -2.7901 0.6514
H: 1.4537 1.8386 2.4853
C: -1.0928 1.0177 -1.0589
C: -0.5515 -1.3148 -0.4301
O: -1.5296 -0.3548 -0.6045
C: 2.5460 -1.3502 0.1265
C: 0.6804 1.7070 0.5235
H: -0.3906 -3.4663 -0.3809
O: 0.1783 -1.1693 0.8236
H: 1.1566 2.5607 0.0482
H: 2.2799 -1.6250 -0.9034
H: -0.2277 0.8868 -1.7251
H: 3.4007 -0.7040 0.0062
H: 0.1477 -1.1860 -1.2657
H: -2.0920 1.8522 -2.8027
H: -1.9927 -2.8527 -1.0249
H: -2.6436 2.3915 -1.0848
C: 0.4823 1.9070 2.0366
C: -1.2190 -2.6959 -0.3162
H: -3.1402 0.7675 -1.6611
H: 1.6208 -0.4433 1.9117
O: 1.4614 0.6365 0.1675
C: -2.3521 1.5867 -1.7222
H: -0.0737 1.1187 2.4884
H: 2.7253 -2.3605 0.5050

Formally, the Mulliken partial charges of the atoms, in units of the elementary charge, are as follows:
1. C 0.438
2. O -0.441
3. H 0.349
4. H 0.404
5. H 0.445
6. C 0.380
7. C 0.338
8. O -0.417
9. C -1.406
10. C 0.345
11. H 0.311
12. O -0.377
13. H 0.328
14. H 0.330
15. H 0.373
16. H 0.369
17. H 0.420
18. H 0.248
19. H 0.405
20. H 0.329
21. C -1.513
22. C -1.597
23. H 0.282
24. H 0.399
25. O -0.354
26. C -1.128
27. H 0.370
28. H 0.372


Molecular formula: C4H7NOS
Method: DFT, ωB97M-V/def2-TZVPD

Output
**Frontier orbital gap**: 9.255 eV
**E_tot**: -18628.3937 eV

Geometry (Å):
N: 2.3973 -0.1779 0.3197
H: -2.9968 0.7628 1.2893
H: -1.9973 -1.2789 0.8553
C: -0.4595 -0.0770 -0.0541
H: 1.3749 1.9479 -0.8271
C: -2.8899 0.4944 0.0566
H: -1.9095 -1.4283 -0.7730
H: 3.1774 1.6662 -0.1097
O: -0.5858 1.1892 0.1326
C: -1.8635 -0.7074 -0.0883
S: 0.8901 -1.0547 -0.0804
H: -3.8975 -0.0616 -0.4357
C: 2.2878 1.2087 -0.1267
H: -2.5362 1.4866 -0.7366

Formally, the Mulliken partial charges of the atoms, in units of the elementary charge, are as follows:
1. N -0.322
2. H 0.231
3. H 0.321
4. C 0.625
5. H 0.204
6. C -0.734
7. H 0.566
8. H 0.404
9. O -0.572
10. C -0.946
11. S 0.014
12. H 0.261
13. C -0.279
14. H 0.227


Molecular formula: C4H10N
Method: DFT, ωB97M-V/def2-TZVPD

Output
**Frontier orbital gap**: 4.556 eV
**Net charge**: +1
**E_tot**: -5787.1568 eV

Geometry (Å):
H: -0.1952 -0.5598 0.8245
H: -1.6199 -1.1220 -1.8183
H: -2.3964 1.3144 0.8471
C: -1.0869 -0.3845 0.2325
C: 2.9020 -0.1350 0.5614
H: -1.3482 1.7479 -0.4390
H: 3.5695 -0.9187 0.9808
C: -0.8155 -0.7044 -1.2258
H: -0.5620 1.5612 0.9944
C: -1.4070 1.1153 0.4536
H: -0.0581 -1.5191 -1.1936
H: 3.2353 0.9217 0.6277
H: -0.2604 0.0974 -1.7204
N: 1.8374 -0.4114 0.0909
H: -1.7944 -1.0028 0.7842

Formally, the Mulliken partial charges of the atoms, in units of the elementary charge, are as follows:
1. H 0.157
2. H 0.346
3. H 0.306
4. C -0.123
5. C -0.188
6. H 0.315
7. H 0.367
8. C -1.059
9. H 0.248
10. C -0.986
11. H 0.274
12. H 0.369
13. H 0.324
14. N 0.231
15. H 0.418


Molecular formula: C27H44IN4O5PrS2
Method: DFT, ωB97M-V/def2-TZVPD

Output
**Frontier orbital gap (spin up / spin down)**: 7.234 / 7.253 eV
**Multiplicity**: 3
**E_tot**: -88754.8721 eV

Geometry (Å):
C: -3.3310 -0.8754 -2.9793
C: 4.7270 -1.1012 4.0311
C: 5.9167 4.7171 1.1186
H: 2.9722 4.1077 2.5977
C: -5.6235 -1.4389 -2.3213
C: 0.0028 1.3614 -1.4040
C: 2.5830 0.0127 4.8311
C: 0.4543 0.4880 -3.4699
H: 1.9524 0.3810 -1.8078
H: -2.5043 -0.7551 0.7288
C: 4.9569 3.9034 0.2534
H: -4.8022 -1.7009 -4.3244
H: 6.9093 4.6350 0.6705
H: 5.6251 5.7695 1.0914
H: -5.8048 1.6459 3.5749
Pr: -1.1106 -1.0234 -1.8120
H: 5.1215 4.5600 3.1385
C: 0.0899 -4.5220 -5.7969
H: 0.2371 -3.9948 -6.7403
O: -4.1801 -4.2897 -0.2457
H: -5.0891 -0.0144 -3.8531
C: 4.1114 -0.0125 4.9011
H: -6.6774 -1.5178 -2.6154
H: 5.1615 2.8393 0.3682
C: -5.6623 -1.9132 1.1139
C: 2.8541 2.1919 1.9221
C: 2.0347 0.4460 3.4719
N: 0.3938 -3.6312 -4.7059
H: -1.8735 2.3840 -2.0283
C: -0.2778 -3.6308 -3.5636
H: -6.5090 0.2323 4.3614
O: -2.6282 -2.7047 -1.2074
H: -0.9450 -4.8536 -5.7315
H: 1.1669 -1.8950 -5.5737
H: 4.4098 -0.1730 5.9410
H: 0.9416 0.3521 3.4764
H: -6.3289 -2.6309 0.6682
H: -4.8238 0.6750 4.6651
S: -3.9598 -2.9465 -0.6817
H: -5.2926 -3.4954 -2.3916
C: -5.1729 -0.2127 2.7518
H: -1.0752 -4.3941 -3.5009
H: 2.1971 -0.9863 5.0398
H: 1.7996 -2.2928 -3.9542
H: 2.8986 3.6701 -0.2711
H: 5.1269 4.1570 -0.7938
C: -4.3778 -1.7990 0.6144
H: -1.3449 1.3622 -4.4453
H: 4.5024 0.9591 4.5948
H: -5.5347 -0.6998 -1.5211
H: 2.2050 0.6874 5.6061
H: 2.4078 -0.2030 2.6798
C: 5.9932 4.2468 2.5687
H: -7.0659 -1.1919 2.5460
C: -4.7610 -0.9920 -3.4990
C: -6.0597 -1.1113 2.1660
O: -3.1716 -0.2593 -1.8974
S: 3.1621 1.1263 0.6972
C: 0.9489 0.6157 -2.1483
H: 1.0292 0.1476 -4.3247
H: 0.1560 1.7232 -0.3914
H: 6.8736 4.6523 3.0638
C: -3.4968 -0.8786 1.1476
N: 3.0095 3.5307 1.7709
O: -0.0309 -2.8776 -2.6260
H: 0.7479 -5.3952 -5.7791
H: -3.1833 0.5849 2.6665
H: 4.3563 -2.0792 4.3271
O: -2.4027 -1.4212 -3.6077
H: 6.0518 3.1616 2.6065
H: 4.4850 -0.9490 2.9836
C: 1.4852 -2.7043 -4.9147
H: 2.3254 -3.2252 -5.3728
C: 3.4713 4.1275 0.5414
C: -0.7757 1.1769 -3.5411
C: -3.8897 -0.1032 2.2255
N: -5.2131 -2.7116 -1.7625
N: 2.4214 1.7959 3.1384
H: 3.2459 5.1951 0.5798
H: 2.1726 2.5126 3.8055
C: -1.0575 1.7108 -2.2699
H: 5.8102 -1.1017 4.1330
I: 0.1369 -1.7655 0.7845
C: -5.6044 0.6287 3.9101

Formally, the Mulliken partial charges of the atoms, in units of the elementary charge, are as follows:
1. C 0.990
2. C -1.125
3. C -0.590
4. H 0.306
5. C -0.709
6. C -0.308
7. C -0.907
8. C -0.723
9. H 0.453
10. H -0.066
11. C -0.364
12. H 0.298
13. H 0.345
14. H 0.284
15. H 0.298
16. Pr 0.612
17. H 0.191
18. C -0.981
19. H 0.343
20. O -0.754
21. H 0.317
22. C -0.150
23. H 0.428
24. H 0.213
25. C -0.575
26. C 0.374
27. C -0.434
28. N 0.192
29. H 0.450
30. C 0.206
31. H 0.371
32. O -0.411
33. H 0.344
34. H 0.297
35. H 0.325
36. H 0.181
37. H 0.503
38. H 0.378
39. S 1.421
40. H 0.281
41. C 1.090
42. H 0.407
43. H 0.376
44. H 0.313
45. H 0.170
46. H 0.402
47. C 0.259
48. H 0.413
49. H 0.134
50. H 0.258
51. H 0.330
52. H 0.141
53. C -0.964
54. H 0.361
55. C -0.765
56. C -0.848
57. O -0.408
58. S -0.421
59. C -0.456
60. H 0.764
61. H 0.519
62. H 0.409
63. C 0.321
64. N -0.167
65. O -0.659
66. H 0.329
67. H 0.457
68. H 0.320
69. O -0.512
70. H 0.219
71. H 0.260
72. C -1.032
73. H 0.455
74. C -0.909
75. C -0.482
76. C -1.282
77. N -0.325
78. N -0.056
79. H 0.528
80. H 0.264
81. C -0.861
82. H 0.348
83. I -0.533
84. C -1.471


Molecular formula: C2H6N2O
Method: DFT, ωB97M-V/def2-TZVPD

Output
**SMILES**: NC=O.C=N
**Frontier orbital gap**: 9.093 eV
**E_tot**: -7196.7644 eV

Geometry (Å):
H: 1.7777 1.6836 -0.4920
C: 1.5465 1.3912 -1.5356
H: -1.1162 -0.6106 0.1759
N: 0.3951 1.6945 -1.9904
N: -1.4721 -1.1928 0.9131
C: -0.6894 -1.3783 2.0094
H: 0.3366 2.3098 -2.7928
H: 0.2460 -0.7900 1.9368
H: -2.3821 -1.6467 0.8787
H: 2.2679 0.6990 -2.0042
O: -0.9099 -2.1597 2.9010

Formally, the Mulliken partial charges of the atoms, in units of the elementary charge, are as follows:
1. H 0.231
2. C -0.234
3. H 0.215
4. N -0.473
5. N -0.311
6. C 0.157
7. H 0.230
8. H 0.257
9. H 0.215
10. H 0.255
11. O -0.542


ΔE to the lowest compared entry with this formula, charge and spin in kJ/mol, matching the order above: 485.3 172.4 594.0 646.6 56.1 291.7